# 1
{
  "formula": "C57H121N6O22",
  "method": "ωB97M-V with the def2-TZVPD basis set",
  "symbols": ["C", "C", "C", "N", "C", "C", "C", "C", "C", "C", "H", "H", "H", "H", "H", "H", "H", "H", "H", "H", "H", "H", "H", "H", "H", "H", "H", "H", "H", "H", "C", "C", "C", "N", "C", "C", "C", "C", "C", "C", "H", "H", "H", "H", "H", "H", "H", "H", "H", "H", "H", "H", "H", "H", "H", "H", "H", "H", "H", "H", "C", "C", "C", "N", "C", "C", "C", "C", "C", "C", "H", "H", "H", "H", "H", "H", "H", "H", "H", "H", "H", "H", "H", "H", "H", "H", "H", "H", "H", "H", "C", "C", "C", "N", "C", "C", "C", "C", "C", "C", "H", "H", "H", "H", "H", "H", "H", "H", "H", "H", "H", "H", "H", "H", "H", "H", "H", "H", "H", "H", "C", "C", "C", "N", "C", "C", "C", "C", "C", "C", "H", "H", "H", "H", "H", "H", "H", "H", "H", "H", "H", "H", "H", "H", "H", "H", "H", "H", "H", "H", "C", "N", "C", "C", "C", "C", "O", "H", "H", "H", "H", "H", "H", "H", "H", "H", "H", "H", "H", "H", "H", "O", "C", "O", "O", "H", "O", "C", "O", "O", "H", "O", "C", "O", "O", "H", "O", "C", "O", "O", "H", "O", "C", "O", "O", "H", "O", "C", "O", "O", "H", "O", "C", "O", "O", "H"],
  "positions_angstrom": [[-4.0203, -4.1367, -0.1934], [-3.7365, -3.5642, -1.5385], [-4.5286, -4.0437, -2.7901], [-4.2116, -3.4001, -4.1507], [-5.3713, -2.4271, -4.5530], [-6.7481, -3.0591, -5.0413], [-6.6383, -4.3145, -5.9090], [-5.5537, -5.2401, -5.3808], [-4.1666, -4.5228, -5.2529], [-2.7992, -2.6874, -4.1825], [-3.1876, -3.9219, 0.4764], [-3.8699, -5.2153, -0.2378], [-4.9905, -3.7842, 0.1567], [-2.6556, -3.6638, -1.6372], [-3.7578, -2.4786, -1.4438], [-5.5922, -3.9520, -2.5698], [-4.2699, -5.0958, -2.9102], [-5.4456, -1.8528, -3.6295], [-4.9915, -1.8663, -5.4070], [-7.3844, -3.2703, -4.1819], [-7.3861, -2.5158, -5.7384], [-7.6232, -4.7673, -6.0238], [-6.3206, -4.0110, -6.9065], [-5.6626, -5.6913, -4.3945], [-5.3984, -6.0589, -6.0833], [-3.3910, -5.2323, -4.9645], [-3.8724, -4.0610, -6.1954], [-2.7868, -1.8246, -3.5166], [-2.5311, -2.2262, -5.1331], [-2.1323, -3.5187, -3.9541], [-0.3209, 7.6090, 0.3982], [0.5991, 7.0332, 1.5152], [1.9316, 6.5084, 0.9763], [2.8461, 5.7906, 1.9799], [4.3118, 5.5944, 1.4059], [5.0578, 6.9649, 1.1828], [5.0279, 7.8730, 2.3453], [3.6124, 8.0510, 2.9947], [2.9623, 6.6400, 3.3077], [2.3439, 4.4196, 2.3826], [-1.2951, 7.8581, 0.8188], [-0.3742, 7.1425, -0.5855], [0.2035, 8.5076, 0.0731], [-0.0124, 6.3050, 2.0478], [0.6982, 7.7423, 2.3370], [2.4790, 7.3618, 0.5760], [1.9304, 5.8159, 0.1346], [4.2721, 5.0897, 0.4405], [4.8026, 4.9587, 2.1429], [4.5671, 7.5709, 0.4212], [6.1112, 6.9018, 0.9099], [5.4736, 8.8475, 2.1455], [5.6548, 7.4389, 3.1242], [2.9162, 8.6285, 2.3865], [3.6367, 8.4886, 3.9927], [1.9466, 6.6705, 3.7022], [3.5647, 6.0986, 4.0372], [2.9995, 3.9957, 3.1433], [2.3028, 3.8830, 1.4348], [1.2970, 4.5607, 2.6512], [3.5095, -5.1772, -4.3886], [4.1826, -3.8548, -3.8831], [4.3844, -4.0348, -2.3951], [4.7228, -2.6830, -1.6524], [4.7363, -3.0655, -0.1661], [5.3467, -2.0017, 0.7455], [6.6716, -1.4405, 0.2408], [6.5456, -1.0325, -1.2528], [6.0819, -2.1388, -2.1842], [3.6288, -1.5773, -1.9288], [4.1274, -6.0076, -4.0468], [3.5021, -5.2657, -5.4749], [2.4542, -5.2722, -4.1329], [3.5341, -2.9822, -3.9608], [5.1564, -3.6762, -4.3390], [5.1345, -4.7969, -2.1837], [3.4416, -4.4115, -1.9985], [5.3883, -3.9293, -0.0363], [3.7557, -3.5146, -0.0084], [5.3956, -2.2963, 1.7938], [4.6928, -1.1505, 0.9351], [7.4276, -2.2177, 0.3526], [6.8981, -0.5000, 0.7432], [7.5697, -0.8089, -1.5515], [6.0869, -0.0690, -1.4751], [6.7247, -3.0140, -2.2794], [5.9219, -1.6866, -3.1630], [3.6193, -1.1001, -2.9088], [3.7752, -0.8071, -1.1716], [2.6653, -2.0746, -1.8167], [-2.9851, 7.3555, -2.9042], [-2.9855, 5.8269, -2.8104], [-1.9367, 5.1760, -3.6822], [-1.9963, 3.6736, -3.8366], [-0.7860, 3.3045, -4.7162], [-0.7958, 1.6928, -4.9517], [-2.0207, 1.2083, -5.8034], [-3.2814, 1.6585, -5.0315], [-3.2612, 3.1846, -4.6118], [-1.8450, 3.0545, -2.3884], [-3.8191, 7.6866, -2.2854], [-3.1648, 7.6407, -3.9408], [-2.1155, 7.9412, -2.6063], [-3.9780, 5.5042, -3.1249], [-2.8914, 5.5724, -1.7547], [-0.9352, 5.4086, -3.3205], [-1.9769, 5.5931, -4.6884], [-0.9702, 3.8663, -5.6319], [0.1500, 3.6195, -4.2549], [0.1104, 1.3287, -5.4358], [-0.6730, 1.0451, -4.0836], [-1.9861, 1.7013, -6.7749], [-1.9481, 0.1244, -5.8926], [-4.2309, 1.4836, -5.5375], [-3.3132, 1.2097, -4.0387], [-3.5630, 4.0073, -5.2599], [-4.0206, 3.2141, -3.8304], [-2.7677, 3.2707, -1.8498], [-0.9832, 3.5368, -1.9271], [-1.7007, 1.9746, -2.4183], [-1.9441, 0.0188, 5.3446], [-1.3384, -1.2573, 6.0207], [-2.3834, -2.4101, 6.0319], [-1.9647, -3.6703, 6.8856], [-1.5708, -3.4191, 8.2904], [-1.2628, -4.7571, 8.9781], [0.0539, -5.3146, 8.4024], [-0.1102, -5.5689, 6.8512], [-0.6551, -4.2301, 6.1772], [-3.0597, -4.7573, 6.5856], [-1.8441, -0.0400, 4.2608], [-1.2651, 0.7409, 5.7980], [-2.9781, 0.2917, 5.5553], [-1.1575, -1.0247, 7.0702], [-0.3836, -1.5221, 5.5664], [-2.5122, -2.8236, 5.0317], [-3.3169, -1.9823, 6.3976], [-0.7622, -2.6913, 8.3591], [-2.4283, -2.9887, 8.8077], [-1.1557, -4.5845, 10.0490], [-1.9916, -5.5440, 8.7842], [0.9146, -4.6771, 8.6045], [0.3184, -6.3014, 8.7823], [0.8800, -5.5277, 6.3974], [-0.7311, -6.3645, 6.4394], [0.1493, -3.4954, 6.1425], [-0.9074, -4.4527, 5.1404], [-3.8038, -4.4408, 7.3164], [-2.8000, -5.8075, 6.7190], [-3.3771, -4.6719, 5.5464], [0.5411, 1.0838, 2.0759], [0.1713, 0.3140, 0.7706], [-1.3045, 0.2446, 0.5067], [0.7387, 1.1161, -0.4031], [0.9182, -1.0821, 0.7317], [0.5211, -2.1818, 1.6790], [-0.8677, -2.5694, 1.6396], [0.3921, 2.1614, 2.0072], [1.6016, 0.8447, 2.1541], [0.0073, 0.7107, 2.9499], [-1.7368, -0.0853, 1.4514], [-1.6240, -0.3757, -0.3307], [-1.7590, 1.1971, 0.2342], [1.7950, 1.3182, -0.2255], [0.1545, 2.0295, -0.2917], [0.5604, 0.6637, -1.3786], [1.9590, -0.7615, 0.6868], [0.6131, -1.4766, -0.2375], [1.0203, -1.9498, 2.6198], [0.8356, -3.0839, 1.1541], [-0.9237, -3.4237, 2.0741], [-3.7980, 1.1399, -0.6074], [-4.7526, 1.1892, -1.5304], [-4.9136, 0.1608, -2.1952], [-5.3379, 2.2869, -1.5941], [-3.9611, 2.0206, -0.2621], [-0.0590, -1.6301, -2.7524], [0.6576, -2.0627, -3.8020], [1.0279, -1.2261, -4.5585], [0.6503, -3.3075, -3.9469], [-0.1557, -2.5679, -2.5711], [2.6311, -4.8067, 2.2707], [3.3793, -4.4415, 3.2931], [2.7912, -4.0763, 4.3512], [4.6444, -4.4293, 3.2311], [1.7657, -4.8732, 2.6808], [-1.6256, -7.0155, 2.1410], [-1.5022, -5.7019, 2.5113], [-0.3469, -5.3235, 2.4946], [-2.3827, -4.8980, 2.7895], [-0.6866, -7.1863, 2.2446], [2.1412, 2.9609, -2.0445], [3.4356, 2.8772, -2.0557], [4.0564, 1.7825, -1.9969], [4.0545, 3.9401, -2.1198], [2.3360, 3.8980, -1.9712], [-2.4310, 5.5300, 1.0176], [-2.2086, 4.2920, 0.8374], [-3.1506, 3.4519, 0.8063], [-0.9936, 3.9706, 0.8808], [-1.5117, 5.5914, 1.2871], [4.1624, 2.0753, 0.9258], [5.1691, 1.9013, 1.7016], [6.3388, 2.0980, 1.2586], [4.9718, 1.9483, 2.8702], [4.4451, 1.7869, 0.0549]],
  "forces_ev_per_angstrom": [[-0.025, -0.992, -0.072], [1.478, 1.973, -1.188], [1.063, -0.319, 1.031], [-0.277, -0.119, -1.817], [-0.096, -0.446, -0.409], [0.223, -0.907, 0.496], [1.134, -0.091, 0.754], [1.550, -0.044, -0.057], [-0.972, 0.419, 0.638], [-1.341, -0.476, 0.314], [-0.376, 0.803, 0.216], [-0.940, -0.394, 0.084], [0.120, -0.490, 0.477], [0.133, -0.596, -0.786], [-0.719, 0.325, -0.211], [-0.006, 0.050, -0.383], [-0.250, -0.083, -0.024], [-0.399, 0.714, -0.417], [0.286, 0.303, 0.371], [0.111, -0.036, 0.144], [0.543, 1.559, 0.644], [0.122, -0.202, 0.168], [0.014, 0.001, -0.191], [-0.901, -0.027, -0.077], [0.078, -0.149, 0.040], [-0.023, 0.106, 0.106], [0.000, 0.275, 0.139], [-0.113, -0.533, 0.620], [-0.580, -0.667, -0.471], [0.380, 0.579, 0.189], [1.571, 1.237, 0.180], [-1.239, -1.162, -0.304], [0.743, -0.244, 0.350], [1.509, 1.011, 1.437], [-0.067, 1.457, -0.103], [-1.136, -0.074, -0.402], [-0.748, 0.457, 2.793], [-0.357, -1.817, 0.253], [0.419, 0.461, -1.964], [-0.684, 1.070, -1.473], [0.086, -0.041, -0.357], [-0.285, -1.129, 0.552], [-0.331, 0.740, 0.236], [0.450, -0.832, -0.214], [0.495, 0.642, -0.505], [0.203, 0.020, 0.281], [-0.827, -0.156, 0.049], [-0.376, -0.349, 0.118], [0.078, -0.027, -0.100], [-0.028, -0.605, -0.742], [-0.210, -0.862, -0.341], [-0.128, 0.023, -0.252], [0.131, -0.003, 0.296], [0.123, 0.108, -0.072], [0.350, 0.459, -0.154], [0.090, 0.293, -0.048], [0.179, -0.239, -0.372], [-0.108, -0.167, -0.284], [0.418, -0.595, 0.325], [0.080, -0.149, 0.513], [0.614, 0.772, -0.594], [-0.553, -0.673, 0.423], [-0.371, 1.114, 0.151], [-0.334, -0.473, -1.489], [0.990, 0.044, -0.366], [-1.179, 1.259, 0.664], [-1.112, 0.150, -1.138], [1.705, -0.487, 0.114], [-1.244, 0.232, 0.965], [0.266, -1.089, 0.989], [-0.269, -0.250, 0.221], [0.235, 0.332, -0.098], [0.185, 0.157, 0.559], [-0.083, -0.176, -0.769], [-0.183, 0.026, -0.366], [0.346, 0.400, 0.293], [-0.060, 0.298, 0.371], [0.295, -0.166, -0.615], [-0.268, 0.765, 0.543], [0.400, -0.949, -0.151], [-0.444, 0.306, -0.727], [0.375, 0.233, 0.007], [0.268, -0.264, 0.484], [0.248, -0.074, -0.225], [-0.756, -0.135, 0.460], [0.212, 0.137, 0.256], [-0.283, -0.418, -0.056], [0.685, -0.322, -0.013], [-0.042, -0.013, -0.169], [-0.011, 0.003, 0.192], [-0.435, 0.021, -0.459], [-0.014, 0.193, 0.416], [0.006, 0.028, -0.168], [1.066, -0.987, 0.224], [-0.872, -2.744, 0.472], [0.071, 0.667, -1.102], [0.212, 1.292, 1.553], [1.093, 1.478, 0.256], [-0.411, -0.130, 1.895], [-0.514, 0.412, -1.232], [0.005, 0.246, -0.153], [-0.250, 0.179, -0.068], [0.336, -0.565, 0.282], [-0.060, -0.119, 0.056], [0.121, -0.348, -0.046], [0.060, -0.163, 0.160], [-0.169, -0.053, -0.169], [0.234, -0.276, -0.199], [-0.195, 0.022, 0.203], [0.259, 0.745, -0.479], [-0.515, 0.612, 0.682], [0.000, -0.239, -0.206], [-0.130, 0.062, -0.193], [0.027, -0.010, 0.058], [-0.211, -0.690, -0.191], [0.531, -0.362, -0.736], [-0.263, 0.066, 0.100], [0.064, 0.023, 0.016], [-0.070, 0.012, -0.048], [-0.070, 0.228, -0.317], [1.282, -0.732, 0.419], [-1.795, -0.551, 0.377], [1.301, -0.143, 0.180], [1.791, -0.818, -3.578], [-1.792, -0.894, 0.884], [1.739, -0.066, -0.374], [-0.530, -1.373, -1.315], [-0.052, 3.621, -0.184], [-0.397, -1.147, 0.432], [0.139, 1.455, 1.155], [0.122, 0.157, 0.079], [-0.351, 0.794, -0.719], [0.076, -0.349, 0.382], [0.200, 0.217, 0.025], [-0.205, -0.001, -0.141], [-0.146, 0.090, -0.005], [-0.089, -0.470, 0.242], [0.100, -0.306, -0.330], [-0.169, 0.256, -0.132], [-0.199, -0.064, -0.003], [-0.462, 0.458, 0.280], [-0.100, 0.213, -0.211], [-0.169, 0.090, 0.591], [0.079, -0.921, -0.027], [0.348, -0.399, 0.760], [-0.397, 0.290, 0.483], [-0.317, 0.143, -0.077], [-0.581, -0.497, -0.389], [0.564, 0.431, 0.418], [0.067, 0.424, 0.118], [0.340, -1.085, -1.068], [0.613, -0.097, -0.514], [-0.662, -0.074, 1.013], [-0.254, 0.558, 1.197], [-2.305, 1.347, -1.466], [-0.291, -0.853, -0.845], [0.093, 2.430, 0.525], [-0.301, -0.179, -0.548], [0.101, 0.396, 0.384], [-0.157, -0.293, -0.343], [-0.356, -0.216, -0.362], [0.721, -0.528, 0.203], [0.652, 0.410, 0.521], [-0.033, -0.099, -0.131], [0.366, 0.323, -0.406], [-0.022, -0.395, 0.310], [0.102, -0.574, 0.446], [0.201, 0.451, -0.389], [-0.555, -0.676, 0.693], [1.886, 0.064, 0.562], [-0.095, -0.766, 0.327], [1.114, -0.380, 1.113], [-1.124, -0.064, -1.099], [-0.229, -1.410, -1.264], [-0.476, 0.602, -0.711], [0.888, 0.870, 1.332], [-0.655, 0.011, 2.179], [-0.566, -0.582, -2.250], [2.139, 2.914, -2.515], [0.433, -1.539, 0.664], [-1.453, -0.808, 2.118], [1.442, -0.044, 0.135], [-0.211, 0.248, 0.065], [1.511, -0.217, -0.365], [-1.484, 0.153, 0.511], [-1.734, -0.305, -0.410], [-1.170, 0.129, 0.653], [-1.218, 0.931, -0.208], [5.427, 0.848, 0.143], [-2.887, -0.621, 0.429], [0.358, -0.953, -0.517], [-2.986, -0.133, 0.129], [6.333, -3.801, -0.248], [-1.399, -1.121, 0.292], [-0.054, 2.856, 0.130], [-2.066, 2.124, -0.066], [-1.087, 4.114, 0.497], [-2.133, -7.564, 0.189], [0.484, 1.261, -0.700], [2.009, -0.203, -0.355], [0.934, 2.137, 0.275], [-4.073, -0.920, -3.060], [5.918, 3.032, 0.130], [0.310, -1.494, -1.978], [-2.536, -0.991, 6.036], [-0.021, 0.464, -1.262]],
  "multiplicity": 2,
  "lumo_ev": [-0.12, -3.72],
  "gap_ev": [5.74, 2.14],
  "s_squared": 0.76
}



# 2
{
  "formula": "C5H17N2O",
  "method": "ωB97M-V with the def2-TZVPD basis set",
  "symbols": ["C", "C", "C", "C", "C", "N", "N", "H", "H", "H", "H", "H", "H", "H", "H", "H", "H", "H", "H", "H", "H", "H", "H", "H", "O"],
  "positions_angstrom": [[-0.9438, 0.3186, -1.2965], [-0.8423, 0.5924, 0.1051], [0.0991, -0.1794, 0.9018], [1.4183, -0.4165, 0.1092], [2.2886, 0.8601, -0.3004], [1.9338, 1.3944, -1.6825], [-2.3713, 0.3496, 0.6644], [-1.2991, -0.6819, -1.4947], [-1.4393, 0.9870, -2.1542], [0.0975, 0.6530, -1.8160], [-0.5906, 1.6519, 0.4625], [0.5120, 0.3832, 1.8702], [-0.4467, -1.0683, 1.3533], [2.0921, -1.0241, 0.7374], [1.2789, -1.1484, -0.6969], [3.3042, 0.6152, -0.0998], [2.0596, 1.6196, 0.4907], [2.3094, 0.6573, -2.3399], [2.2907, 2.2596, -1.7615], [-2.3531, -0.4382, 1.2672], [-2.6905, 1.0894, 1.2315], [-2.9338, 0.2457, -0.2122], [-1.3464, -3.2675, 0.9839], [-0.8909, -2.9240, 2.1979], [-1.5364, -2.5290, 1.4795]],
  "forces_ev_per_angstrom": [[1.809, 2.078, -5.863], [-1.989, 3.998, 2.327], [2.430, -1.008, 3.191], [1.019, -0.901, 0.281], [-2.952, 0.085, 0.457], [-0.599, -5.892, 1.783], [1.478, 0.313, -2.027], [0.482, -0.549, -0.205], [-0.232, -0.736, 2.768], [-1.651, -1.647, 1.522], [-0.948, -0.920, -1.472], [-1.348, -0.654, -1.929], [1.639, 0.853, -1.205], [-0.300, 0.433, 0.284], [-0.191, 0.622, -0.378], [1.040, -0.241, -0.550], [0.034, -0.215, -0.853], [-0.298, 1.847, 0.578], [1.857, 3.473, -1.008], [-0.288, -1.614, 0.246], [-0.612, 1.464, 0.497], [0.222, -0.086, 1.366], [-0.277, -2.687, -3.338], [-1.914, 1.981, -0.824], [1.589, 0.004, 4.355]],
  "total_charge": 1,
  "lumo_ev": -2.87,
  "relative_energy_kj_mol": 325.5,
  "gap_ev": 9.82
}